1.
ORCA calculation (the ωB97M-V functional and the def2-TZVPD basis) on a structure of composition C24H43Cl2N4O4SiYb in a non-equilibrium geometry.

Each line ends with the Löwdin spin population.
Element x y z (Å)
C -2.52445 -0.21144 -5.66434  0.00
C -1.59459 -0.88628 -4.70569  0.00
H -2.00600 0.45488 -6.37259  0.00
H -3.30960 0.34895 -5.12332  0.00
H -3.05180 -0.95476 -6.29282  0.00
C -0.64300 -1.75636 -5.08085  0.00
C -0.31361 -2.06762 -6.50166  0.00
H -0.19757 -2.40653 -4.31243  0.00
H 0.20538 -1.21974 -6.97064  0.00
H -1.19022 -2.31369 -7.11744  0.00
H 0.38109 -2.91154 -6.52780  0.00
Yb 0.53699 0.93727 1.85826  1.00
Cl -1.55975 2.50419 2.47283  0.00
C -0.02549 -2.05977 2.46324  0.00
O 0.91986 -1.27114 2.60279  0.00
N 0.12285 -3.38170 2.29698  0.00
C 1.48840 -3.89117 2.31169  0.00
C -0.94177 -4.29000 2.70151  0.00
H -1.08680 -1.71252 2.38841  0.00
H 2.15096 -3.15218 1.85178  0.00
H 1.52613 -4.82381 1.74214  0.00
H 1.82364 -4.08085 3.34303  0.00
H -1.91146 -3.87129 2.39263  0.00
H -0.95100 -4.42304 3.80115  0.00
H -0.79772 -5.26802 2.22408  0.00
H 1.11942 3.38862 5.07538  0.00
H -1.23952 4.41371 4.79140  0.00
C 1.40044 4.25880 4.45767  0.00
C -0.88517 5.02593 3.95312  0.00
N 0.39669 4.55958 3.46423  0.00
H 2.35470 4.05050 3.96364  0.00
C 0.49937 4.04116 2.20636  0.00
O 1.37975 3.23877 1.81386  0.00
H -1.61715 4.95128 3.15192  0.00
H -0.24109 4.47080 1.51629  0.00
H 1.49750 5.13493 5.11044  0.00
H -0.80473 6.06412 4.28805  0.00
H 2.32943 0.66381 -3.47157  0.00
H 2.50269 -2.08663 -3.29716  0.00
C 3.16271 0.56605 -2.75482  0.00
C 3.21419 -1.88030 -2.48263  0.00
N 2.93849 -0.57789 -1.87088  0.00
H 3.27320 1.48457 -2.17352  0.00
C 2.42461 -0.47277 -0.63056  0.00
O 2.01094 0.56546 -0.07467  0.00
H 3.13795 -2.66452 -1.72344  0.00
H 2.39102 -1.44359 -0.09622  0.00
H 4.07166 0.37095 -3.33681  0.00
H 4.21670 -1.87699 -2.92336  0.00
O -0.84959 0.67024 -3.07124  0.00
C -1.72307 -0.45894 -3.24798  0.00
C -0.07695 -1.96192 -2.02792  0.00
C -1.39355 -1.57329 -2.26553  0.00
H 0.72864 -1.34808 -2.44266  0.00
C 0.19435 -3.17059 -1.36807  0.00
H -2.74863 -0.11183 -3.08119  0.00
C -2.42587 -2.32595 -1.71628  0.00
H 1.22079 -3.51424 -1.26500  0.00
C -0.84813 -3.94594 -0.86561  0.00
C -2.15607 -3.49618 -1.00896  0.00
H -3.44529 -1.97936 -1.88445  0.00
H -0.63974 -4.90334 -0.38999  0.00
H -2.97749 -4.04745 -0.55268  0.00
Si -0.83621 2.27549 -3.26553  0.00
Cl -1.47765 -0.17641 1.05266  0.00
C 0.63055 2.80789 -2.18038  0.00
C -2.32990 3.00762 -2.39964  0.00
C -0.59241 2.64678 -5.06316  0.00
H 1.11322 1.97675 -1.63385  0.00
H 0.27077 3.51969 -1.41896  0.00
H 1.37993 3.30773 -2.81929  0.00
H 0.03610 1.88808 -5.54413  0.00
H -0.06686 3.60610 -5.16863  0.00
H -1.51426 2.72381 -5.64659  0.00
H -2.93371 2.25662 -1.85177  0.00
H -2.97822 3.53995 -3.10304  0.00
H -1.96702 3.71719 -1.63650  0.00
N 0.92433 0.63598 5.52096  0.00
C 0.89788 0.89512 4.37176  0.00

Charge   0
Expectation value of S²   0.75
LUMO (alpha / beta)   0.0039 / 0.0030 hartree
Highest occupied orbital energy (alpha / beta)   -8.10 / -8.10 eV
Orbital gap (alpha / beta)   8.21 / 8.18 eV
DFT total energy   -3829.0336 Eh
Spin multiplicity   2
Energy relative to the best compared isomer or geometry (same formula, charge and spin)   43.1 kJ/mol

***

2.
ORCA calculation (the ωB97M-V functional and the def2-TZVPD basis) on a structure of composition C4H4LiO5Sr in a non-equilibrium geometry.

Each line ends with the Löwdin spin population.
Element x y z (Å)
O -1.21626 1.88487 -0.48456  0.00
O -1.33158 0.26352 0.97503  0.00
C 2.31142 -1.87420 -0.44362  0.70
C 3.47695 -0.98586 -0.14690  0.08
O 3.01825 0.32843 0.06816  0.09
C -1.90137 1.11746 0.24265  0.00
H 1.97461 -2.62721 0.27408  0.05
H 1.72943 -1.72916 -1.35978  0.05
H 4.19282 -1.00563 -0.99067  0.02
H 4.01763 -1.35569 0.74347  0.00
O -4.10711 0.19778 0.54846  0.00
O -3.96988 2.29980 -0.11120  0.00
C -3.44908 1.21327 0.22797  0.00
Sr 0.94780 0.91596 0.24739  0.02
Li -5.69362 1.35666 0.20952  0.00

Charge   0
Expectation value of S²   0.75
LUMO (alpha / beta)   -0.0201 / -0.0201 hartree
Highest occupied orbital energy (alpha / beta)   -8.24 / -8.74 eV
Orbital gap (alpha / beta)   7.69 / 8.19 eV
DFT total energy   -569.3369 Eh
Spin multiplicity   2
Energy relative to the best compared isomer or geometry (same formula, charge and spin)   0.0 kJ/mol

***

3.
ORCA calculation (the ωB97M-V functional and the def2-TZVPD basis) on a cluster of 6 separate species, C42H76BF2N3O16S5 in total in a non-equilibrium geometry.

Each line ends with the Mulliken charge.
Element x y z (Å)
H -0.82081 -1.83943 -3.09110  0.46
N -1.12971 -1.08365 -2.47768  -0.71
C -0.13842 -0.62805 -1.81408  -0.66
C 1.27428 -1.26070 -2.10610  0.50
C -0.31710 0.54260 -0.78605  0.63
C -0.22649 0.02660 0.72086  -0.86
O 1.04991 -0.63444 0.82022  0.77
C 1.48236 -0.89340 2.13457  -2.48
O 2.16697 -2.15874 2.10000  -0.49
C 1.28324 -3.25060 2.33943  0.65
C 2.17949 -4.53893 2.45102  -1.47
C 2.39674 0.22898 2.78668  2.18
O 3.36113 0.81228 1.92381  0.10
C 4.26540 -0.08584 1.33203  -2.11
C 5.72455 0.57416 1.34336  0.38
C 5.79461 1.93820 2.09580  -1.19
F 6.65230 -0.34121 1.92080  -0.43
N 3.88322 -0.48503 -0.03562  1.97
C 4.74081 -1.55470 -0.56637  -1.30
C 3.74207 0.62925 -0.92461  0.09
C 4.62878 0.63455 -2.23604  -1.44
O 2.97354 1.55355 -0.78917  -0.31
C 2.95803 -0.40805 4.09383  0.44
C 4.35068 -0.41740 4.51440  -0.45
C 4.63891 -1.08051 5.76027  -0.56
N 3.81496 -1.67153 6.63357  -0.64
C 2.50967 -1.67618 6.27348  -0.45
C 2.08223 -1.07803 5.04804  -0.23
C 1.53565 1.48412 3.28118  -0.88
F 0.28533 1.12858 3.80710  -0.45
C 1.48361 2.63773 2.22002  0.42
C 2.59956 3.74210 2.47235  -1.36
B -1.50498 -0.95733 0.91468  0.81
O -2.62903 -0.93117 0.05288  -0.48
O -1.59592 -1.88854 2.02000  -0.40
H 1.91332 -0.44313 -2.51463  -0.49
H 1.23301 -2.08536 -2.85245  0.75
H 1.72568 -1.72094 -1.18739  -0.46
H 0.42356 1.34040 -1.01668  -0.39
H -1.32133 1.01523 -0.90158  0.90
H -0.37096 0.90109 1.40351  -0.24
H 0.64418 -1.05664 2.86679  1.30
H 0.64380 -3.39082 1.42400  -0.03
H 0.68714 -3.17432 3.27889  0.06
H 2.33447 -4.97802 1.43747  0.37
H 3.18989 -4.30926 2.87003  0.27
H 1.68930 -5.32824 3.07801  0.36
H 4.39453 -1.04582 1.90418  0.96
H 6.10898 0.76363 0.31204  0.40
H 6.88377 2.13536 2.28900  0.47
H 5.29694 1.94281 3.08953  0.16
H 5.39511 2.79635 1.51266  0.25
H 4.69138 -2.41631 0.14608  0.21
H 4.34079 -1.94907 -1.53457  0.37
H 5.81371 -1.26393 -0.70599  0.44
H 4.27926 -0.17531 -2.92723  0.32
H 5.71556 0.52169 -2.02433  0.32
H 4.42427 1.59077 -2.77955  0.34
H 5.12819 0.06013 3.89502  0.21
H 5.72008 -1.10486 6.04111  0.35
H 1.72475 -2.14884 6.93721  0.34
H 0.98999 -1.09272 4.83181  0.20
H 2.13212 1.89696 4.13912  0.68
H 0.50951 3.18037 2.36852  0.94
H 1.49023 2.28090 1.16726  -0.55
H 2.12401 4.71392 2.75031  0.29
H 3.26506 3.46413 3.33400  0.41
H 3.28507 3.84817 1.59507  0.13
H -2.92736 -1.86680 0.04371  0.19
H -1.51047 -2.79923 1.68189  0.21
O -1.44341 3.19230 -0.17879  -0.65
S -0.77867 3.82202 -1.29384  1.27
O -0.57925 3.14588 -2.55434  -0.58
C -1.56384 5.39876 -1.59873  -0.67
C -0.80834 6.37519 -0.70583  -0.78
C 0.67276 6.01060 -0.85061  -0.84
C 0.78535 4.48771 -0.72610  0.11
H -2.62537 5.33479 -1.36536  0.50
H -1.42414 5.64200 -2.65345  0.20
H -1.00093 7.40967 -0.99183  0.46
H -1.11979 6.24841 0.33489  0.29
H 1.03096 6.32746 -1.83394  0.31
H 1.28707 6.51223 -0.10169  0.39
H 1.59016 4.08979 -1.34305  0.56
H 0.92529 4.18160 0.30774  -0.57
O -0.84798 5.36765 -7.41047  -0.66
S -2.14348 5.03337 -6.87062  1.19
O -3.07527 6.04444 -6.43345  -0.68
C -2.97049 3.94039 -8.01782  -0.90
C -2.52957 2.54487 -7.59219  -0.23
C -2.59351 2.53617 -6.06108  -0.93
C -1.92601 3.82293 -5.56732  -0.19
H -2.68508 4.19019 -9.03824  0.45
H -4.04538 4.07088 -7.88556  0.38
H -3.16578 1.77367 -8.02861  0.44
H -1.50160 2.36138 -7.92001  0.04
H -3.63841 2.51661 -5.74079  0.43
H -2.10676 1.65526 -5.64051  0.23
H -2.38891 4.18942 -4.65349  0.10
H -0.85654 3.68360 -5.41137  0.28
O 0.45475 -1.31075 -4.81881  -0.58
S 1.45414 -0.91954 -5.77897  1.19
O 2.81115 -0.61373 -5.39420  -0.77
C 1.48166 -2.13146 -7.09153  -0.88
C 0.44505 -1.62908 -8.09010  -0.59
C 0.66409 -0.11620 -8.19285  -0.59
C 0.79883 0.42599 -6.76619  -0.02
H 1.25061 -3.11672 -6.69045  0.39
H 2.48202 -2.12759 -7.52686  0.40
H 0.55105 -2.12034 -9.05774  0.39
H -0.56271 -1.83141 -7.71660  0.28
H 1.58366 0.08136 -8.75018  0.31
H -0.15216 0.37472 -8.72459  0.30
H 1.48215 1.27247 -6.71893  0.48
H -0.16907 0.70645 -6.35107  -0.37
O -6.29237 -6.02645 0.62138  -0.67
S -5.75805 -4.70613 0.83986  1.07
O -4.34322 -4.43336 0.86297  -0.55
C -6.52477 -3.59032 -0.32579  -0.57
C -7.78282 -3.10766 0.38702  -0.62
C -7.35999 -2.82459 1.83269  -0.62
C -6.52133 -4.01600 2.30767  -0.50
H -6.73161 -4.11340 -1.25761  0.40
H -5.83218 -2.76593 -0.50268  0.24
H -8.19992 -2.22237 -0.09371  0.35
H -8.54526 -3.89147 0.37233  0.30
H -6.75615 -1.91364 1.86320  0.28
H -8.22203 -2.66730 2.48206  0.32
H -5.74472 -3.70985 3.00672  0.23
H -7.14319 -4.78906 2.75846  0.36
O -2.06070 -5.11111 6.91125  -0.68
S -1.54967 -3.78735 7.16243  1.12
O -0.13445 -3.51079 7.21877  -0.61
C -2.31619 -2.65458 6.01201  -0.31
C -3.58859 -2.20304 6.71914  -0.76
C -3.18753 -1.94693 8.17563  -0.64
C -2.34010 -3.13790 8.63501  -0.68
H -2.50485 -3.15921 5.06594  0.39
H -1.63143 -1.81830 5.86182  0.09
H -4.01052 -1.31234 6.25263  0.34
H -4.34110 -2.99562 6.67748  0.34
H -2.59551 -1.02959 8.23365  0.30
H -4.05941 -1.81440 8.81734  0.34
H -1.57623 -2.83791 9.35037  0.36
H -2.95751 -3.92830 9.06112  0.36

Charge   0
LUMO   0.0133 hartree
Highest occupied orbital energy   -8.57 eV
Orbital gap   8.93 eV
DFT total energy   -5229.5174 Eh
Spin multiplicity   1
SMILES   [H]/N=C(\C)C[C@H](O[C@@H](OCC)[C@](O[C@H]([C@@H](C)F)N(C)C(C)=O)(c1ccncc1)[C@H](F)CC)B(O)O.O=S1(=O)CCCC1.O=S1(=O)CCCC1.O=S1(=O)CCCC1.O=S1(=O)CCCC1.O=S1(=O)CCCC1

***

4.
ORCA calculation (the ωB97M-V functional and the def2-TZVPD basis) on the molecule C4H8OS2 in a non-equilibrium geometry.

Each line ends with the Mulliken charge.
Element x y z (Å)
O -0.03753 -0.50928 2.03029  -0.54
C 0.22668 -0.39098 0.67328  -0.16
C -0.93376 -0.42370 -0.34244  -0.17
S -1.49941 -1.89685 -1.24508  -0.23
C -0.06416 0.45977 -1.25397  -0.91
C 0.67535 0.94448 -0.01366  -0.10
S 2.48961 1.20053 -0.12892  -0.27
H -0.52771 0.24844 2.36044  0.33
H 0.88885 -1.14830 0.33155  0.41
H -1.78465 0.09147 0.11096  0.31
H -2.39920 -2.26478 -0.31853  0.13
H 0.54331 -0.16386 -1.86263  0.37
H -0.55622 1.21682 -1.84714  0.33
H 0.25048 1.88259 0.37856  0.37
H 2.72837 0.75365 1.12730  0.12

Charge   0
LUMO   0.0235 hartree
Highest occupied orbital energy   -8.98 eV
Orbital gap   9.62 eV
DFT total energy   -1028.7842 Eh
Spin multiplicity   1
SMILES   O[C@H]1[C@H](S)C[C@@H]1S
Energy relative to the best compared isomer or geometry (same formula, charge and spin)   102.0 kJ/mol